(1)
Computed, not measured: a 2-piece molecular cluster, C5H6N2O4 overall at a distorted geometry, with wB97M-V/def2-TZVPD.

XYZ file:
```
17
Properties=species:S:1:pos:R:3:mulliken_charge:R:1
C -0.15 1.86 -2.52 0.115
C 0.51 0.73 1.97 -0.398
C -0.79 0.87 1.18 -0.232
C 1.07 -1.08 0.49 -0.332
C -0.37 -0.97 -0.09 0.094
N -0.57 2.60 -1.75 -0.390
N -0.76 -1.71 -1.19 0.933
O 0.07 -2.39 -1.79 -0.621
O -1.91 -1.51 -1.59 -0.614
O 1.05 -0.56 1.81 -0.380
O -1.11 -0.02 0.33 -0.234
H 1.12 1.53 1.73 0.314
H 0.29 0.77 3.04 0.281
H -1.65 1.43 1.34 0.526
H 0.22 1.06 -3.11 0.291
H 1.32 -2.11 0.42 0.402
H 1.66 -0.50 -0.26 0.246
```

## Properties
- HOMO-LUMO gap (spin up / spin down): 7.47 / 8.02 eV
- Energy relative to the best compared isomer or geometry (same formula, charge and spin): 762.44 kJ/mol
- Multiplicity: 1
- E_HOMO (spin up / spin down): -8.453 / -8.492 eV
- Total charge: 0



(2)
Computed, not measured: a 2-piece molecular cluster, C5H6N2O4 overall at a distorted geometry, with wB97M-V/def2-TZVPD.

XYZ file:
```
17
Properties=species:S:1:pos:R:3:mulliken_charge:R:1
O 1.04 4.19 1.33 -0.567
C 1.07 3.09 0.83 0.526
C 2.12 2.35 0.14 -0.684
C 1.59 1.16 -0.19 0.051
N 0.24 1.12 0.13 -0.081
O -0.05 2.27 0.86 -0.280
H 3.11 2.71 -0.05 0.373
H 2.03 0.30 -0.69 0.328
H -0.09 0.31 0.66 0.310
N -0.40 -1.21 -0.81 -0.341
C -0.71 -2.50 -0.50 0.682
O 0.04 -3.28 0.05 -0.566
C -2.13 -2.89 -0.93 -0.092
O -2.57 -3.99 -0.73 -0.381
H 0.52 -0.87 -0.58 0.241
H -1.04 -0.55 -1.28 0.238
H -2.73 -2.10 -1.42 0.244
```

## Properties
- HOMO-LUMO gap: 9.42 eV
- Energy relative to the best compared isomer or geometry (same formula, charge and spin): 250.45 kJ/mol
- Multiplicity: 1
- SMILES string: O=c1cc[nH]o1.NC(=O)C=O
- E_HOMO: -9.923 eV
- Total charge: 0



(3)
Computed, not measured: one molecule with the formula C5H6N2O5 at a distorted geometry, with wB97M-V/def2-TZVPD.

XYZ file:
```
18
Properties=species:S:1:pos:R:3:mulliken_charge:R:1
C -3.16 -0.19 -0.05 -1.114
C -1.69 -0.43 -0.07 0.926
O -1.47 -1.56 -0.61 -0.472
C -0.89 0.56 0.34 -0.856
C 0.60 0.78 0.21 0.115
C 1.92 0.18 0.08 -0.054
N 2.92 1.18 -0.10 0.937
O 3.87 0.80 -0.76 -0.540
O 2.77 2.31 0.30 -0.604
N 2.20 -1.17 0.12 0.931
O 1.20 -1.90 0.09 -0.752
O 3.32 -1.59 0.30 -0.536
H -3.27 0.91 -0.08 0.300
H -3.53 -0.52 0.88 0.291
H -3.57 -0.71 -0.96 0.337
H -0.59 -1.96 -0.49 0.494
H -1.37 1.46 0.59 0.274
H 0.74 1.85 0.22 0.323
```

## Properties
- HOMO-LUMO gap: 8.02 eV
- Energy relative to the best compared isomer or geometry (same formula, charge and spin): 817.59 kJ/mol
- Multiplicity: 1
- SMILES string: C/C(O)=C/C=C([N+](=O)[O-])[N+](=O)[O-]
- E_HOMO: -9.704 eV
- Total charge: 0



(4)
Computed, not measured: a 2-piece molecular cluster, C5H6N2O5 overall at a distorted geometry, with wB97M-V/def2-TZVPD.

XYZ file:
```
18
Properties=species:S:1:pos:R:3:mulliken_charge:R:1
C -0.25 -1.28 -1.86 0.371
C -0.99 0.34 -3.29 0.228
C 0.07 0.56 -0.12 0.612
C -1.37 -0.49 -1.19 0.433
C 0.80 0.58 2.12 -0.680
N -0.07 -0.64 -3.04 0.031
N -1.91 0.30 -2.21 -0.286
O 0.30 -2.14 -1.29 -0.580
O -1.15 0.95 -4.28 -0.516
O 0.95 1.08 -0.71 -0.510
O -2.12 -0.89 -0.09 -0.532
O -0.15 0.20 1.10 -0.236
H 1.52 -0.35 2.30 0.254
H 0.25 0.87 3.13 0.207
H 1.35 1.38 1.75 0.347
H 0.69 -0.92 -3.62 0.181
H -2.24 1.25 -1.99 0.316
H -1.58 -1.55 0.36 0.361
```

## Properties
- HOMO-LUMO gap: 8.78 eV
- Energy relative to the best compared isomer or geometry (same formula, charge and spin): 171.35 kJ/mol
- Multiplicity: 1
- E_HOMO: -8.486 eV
- Total charge: 0



(5)
Computed, not measured: one molecule with the formula C5H6N2S at a distorted geometry, with wB97M-V/def2-TZVPD.

XYZ file:
```
14
Properties=species:S:1:pos:R:3:mulliken_charge:R:1
C -2.24 -0.95 0.38 -1.126
C -0.78 -0.67 0.05 0.660
N -0.32 -0.65 -1.14 -0.533
C 0.99 -0.20 -1.43 -0.082
C 1.88 0.70 -0.82 -0.183
N 1.61 1.62 0.17 -0.481
C 1.02 1.26 1.20 0.020
S 0.33 -0.41 1.53 -0.208
H -2.55 0.10 0.47 0.279
H -2.43 -1.26 1.36 0.391
H -2.73 -1.40 -0.45 0.334
H 1.54 -0.83 -2.20 0.243
H 2.95 0.75 -1.14 0.302
H 0.71 1.93 2.02 0.383
```

## Properties
- HOMO-LUMO gap: 8.94 eV
- Energy relative to the best compared isomer or geometry (same formula, charge and spin): 237.87 kJ/mol
- Multiplicity: 1
- SMILES string: CC1=NC=CN=CS1
- E_HOMO: -8.754 eV
- Total charge: 0



(6)
Computed, not measured: an isolated ion of composition C5H6N3 and charge +1 at a distorted geometry, with wB97M-V/def2-TZVPD.

XYZ file:
```
14
Properties=species:S:1:pos:R:3:mulliken_charge:R:1
C 0.13 0.40 1.81 -0.125
N -0.08 0.42 0.52 0.134
C -1.07 1.11 -0.15 -0.402
C -1.05 0.79 -1.45 -0.243
N -0.10 -0.17 -1.65 -0.198
C 0.49 -0.55 -0.39 -0.092
C 1.33 -1.57 -0.33 0.232
N 2.35 -2.15 -0.34 -0.212
H 0.83 -0.28 2.35 0.209
H -0.46 1.03 2.37 0.270
H -1.74 1.69 0.37 0.425
H -1.70 1.27 -2.12 0.418
H 0.30 -0.16 -2.56 0.265
H 2.85 -2.98 -0.08 0.318
```

## Properties
- HOMO-LUMO gap (spin up / spin down): 7.26 / 7.26 eV
- Energy relative to the best compared isomer or geometry (same formula, charge and spin): 287.53 kJ/mol
- Multiplicity: 1
- SMILES string: C=[n+]1cc[nH]c1=C=N
- E_HOMO (spin up / spin down): -12.074 / -12.073 eV
- Total charge: +1



(7)
Computed, not measured: an isolated ion of composition C5H6N3 and charge +1 at a distorted geometry, with wB97M-V/def2-TZVPD.

XYZ file:
```
14
Properties=species:S:1:pos:R:3:mulliken_charge:R:1
C -1.43 1.98 0.16 -0.136
C -0.30 1.59 0.62 -0.336
C -3.02 -0.52 -0.02 0.125
C 0.17 0.29 0.00 0.809
C 1.55 0.45 -0.50 -1.103
N -3.23 0.63 -0.29 -0.285
N -0.53 -0.75 0.10 -0.133
N -1.72 -1.30 0.06 -0.083
H 0.47 2.21 1.11 0.399
H -3.79 -1.27 0.07 0.395
H 2.20 -0.24 0.15 0.324
H 1.94 1.44 -0.49 0.408
H 1.38 0.03 -1.42 0.355
H -1.66 -2.27 0.02 0.261
```

## Properties
- <S²>: 2.067
- HOMO-LUMO gap (spin up / spin down): 8.80 / 7.13 eV
- Energy relative to the best compared isomer or geometry (same formula, charge and spin): 451.55 kJ/mol
- Multiplicity: 3
- E_HOMO (spin up / spin down): -13.921 / -15.022 eV
- Total charge: +1



(8)
Computed, not measured: an isolated ion of composition C5H6N3O6S2 and charge -1 at a distorted geometry, with wB97M-V/def2-TZVPD.

XYZ file:
```
22
Properties=species:S:1:pos:R:3:mulliken_charge:R:1
O 3.63 -3.21 1.61 -0.643
N 3.38 -2.01 1.37 0.935
O 4.25 -1.10 1.25 -0.646
C 2.04 -1.53 1.21 -0.058
C 0.87 -2.26 1.30 -0.195
C -0.27 -1.50 0.91 -0.550
N -1.60 -1.88 1.34 0.866
O -2.45 -0.96 1.45 -0.622
O -1.90 -3.08 1.54 -0.645
C -0.05 -0.11 0.42 0.134
S 1.70 0.10 0.74 -0.174
H 0.76 -3.33 1.51 0.434
H -0.79 0.65 0.81 0.391
C -1.93 2.81 -2.18 -0.908
S -0.40 2.34 -1.28 1.119
N -0.60 0.73 -0.90 -0.441
O 0.58 2.33 -2.34 -0.644
O -0.30 3.15 -0.09 -0.605
H -1.89 3.91 -2.27 0.319
H -1.99 2.42 -3.22 0.295
H -2.82 2.49 -1.61 0.291
H -0.22 0.06 -1.55 0.346
```

## Properties
- HOMO-LUMO gap: 6.68 eV
- Multiplicity: 1
- E_HOMO: -4.141 eV
- Total charge: -1



(9)
Computed, not measured: an isolated ion of composition C5H6N3OS and charge +1 at a distorted geometry, with wB97M-V/def2-TZVPD.

XYZ file:
```
16
Properties=species:S:1:pos:R:3:mulliken_charge:R:1
C -2.60 -0.71 -0.28 0.007
C -2.54 1.37 -0.16 0.362
C -0.28 0.48 -0.35 0.405
C -3.58 -1.51 0.04 -0.538
C 3.29 0.65 -0.26 -0.625
N 0.96 0.56 -0.11 0.125
N 2.03 0.73 -0.71 -0.101
N -1.20 1.47 -0.22 -0.123
O -3.56 1.94 -0.05 -0.330
S -0.96 -1.10 -0.75 -0.042
H -3.42 -2.50 -0.13 0.329
H -4.46 -0.97 0.44 0.246
H 3.60 -0.40 -0.22 0.333
H 3.52 0.97 0.75 0.345
H 3.96 1.15 -1.01 0.288
H -1.04 2.49 -0.23 0.320
```

## Properties
- HOMO-LUMO gap: 7.59 eV
- Energy relative to the best compared isomer or geometry (same formula, charge and spin): 361.86 kJ/mol
- Multiplicity: 1
- E_HOMO: -13.218 eV
- Total charge: +1



(10)
Computed, not measured: one molecule with the formula C5H6N4O2 at a distorted geometry, with wB97M-V/def2-TZVPD.

XYZ file:
```
17
Properties=species:S:1:pos:R:3:mulliken_charge:R:1
O 0.86 -3.43 1.85 -0.605
N 0.15 -2.77 1.12 0.921
O -0.82 -3.18 0.51 -0.611
C 0.51 -1.43 1.04 0.255
C 1.34 -0.49 1.63 -0.519
N 1.41 0.74 1.17 -1.070
N 0.61 0.75 0.05 0.655
C -0.11 -0.34 -0.26 0.079
N -1.09 0.00 -1.05 -0.153
C -1.17 1.41 -1.28 -0.570
C 0.17 1.91 -0.80 -0.476
H 1.91 -0.72 2.44 0.579
H -1.69 -0.76 -1.44 0.248
H -1.95 1.86 -0.83 0.356
H -1.24 1.76 -2.30 0.311
H 0.86 1.87 -1.61 0.270
H 0.23 2.81 -0.23 0.331
```

## Properties
- HOMO-LUMO gap (spin up / spin down): 8.37 / 8.37 eV
- Energy relative to the best compared isomer or geometry (same formula, charge and spin): 624.73 kJ/mol
- Multiplicity: 1
- SMILES string: O=[N+]([O-])c1cnn2c1NCC2
- E_HOMO (spin up / spin down): -8.184 / -8.183 eV
- Total charge: 0



(11)
Computed, not measured: a 2-piece molecular cluster, C5H6N4O2S overall at a distorted geometry, with wB97M-V/def2-TZVPD.

XYZ file:
```
18
Properties=species:S:1:pos:R:3:mulliken_charge:R:1
C -2.42 0.44 -0.62 0.100
C 1.92 -0.56 -1.67 0.398
C 0.24 -0.47 1.83 -1.016
C 1.23 -0.10 0.73 -0.377
C 0.80 -0.50 -0.63 0.317
N -0.92 1.93 -0.67 -0.293
N -3.02 1.62 -0.39 -0.340
N -2.04 2.51 -0.39 -0.572
N -1.08 0.68 -0.84 0.151
O 1.57 -0.71 -2.83 -0.686
O 3.01 -0.48 -1.10 -0.681
S -3.13 -1.11 -0.64 -0.650
H 0.50 0.03 2.84 0.282
H -0.78 -0.27 1.41 0.146
H 0.30 -1.48 2.07 0.371
H 1.63 0.85 0.61 0.405
H 1.97 -0.85 0.93 0.364
H 0.23 -1.52 -0.63 0.080
```

## Properties
- HOMO-LUMO gap: 5.76 eV
- Energy relative to the best compared isomer or geometry (same formula, charge and spin): 223.16 kJ/mol
- Multiplicity: 1
- E_HOMO: 0.097 eV
- Total charge: -2



(12)
Computed, not measured: a 2-piece molecular cluster, C5H6N4O2S2 overall at a distorted geometry, with wB97M-V/def2-TZVPD.

XYZ file:
```
19
Properties=species:S:1:pos:R:3:mulliken_charge:R:1
C -3.49 -0.78 -2.30 0.341
C 3.36 -1.09 2.63 0.405
C -0.41 1.72 -0.21 -0.616
C 2.10 -0.73 1.70 -0.588
C 0.33 0.78 0.41 -0.064
N -2.48 -1.76 -0.79 -0.192
N -4.16 -1.88 -2.12 -0.380
N -3.49 -2.45 -1.10 -0.548
N -2.43 -0.66 -1.52 -0.045
O 4.31 -1.56 2.04 -0.694
O 3.20 -0.90 3.85 -0.725
S -3.96 0.57 -3.43 -0.292
S 1.76 1.03 1.45 -0.150
H -1.23 1.28 -0.89 0.235
H -0.20 2.73 -0.27 0.362
H -3.80 1.57 -2.72 0.063
H 1.23 -1.16 2.03 0.380
H 2.34 -1.05 0.71 0.351
H 0.05 -0.33 0.33 0.156
```

## Properties
- HOMO-LUMO gap: 6.72 eV
- Energy relative to the best compared isomer or geometry (same formula, charge and spin): 45.53 kJ/mol
- Multiplicity: 1
- E_HOMO: -2.186 eV
- Total charge: -2



What did we get for molar mass? Answer: 158.113, 158.113, 174.112, 174.112, 126.184, 108.124, 108.124, 268.252, 156.190, 154.129, 186.196, 218.263 g/mol, in the order shown.